No. 1
Formula: C2H7PS
Source: OMol25
Level of theory: wB97M-V/def2-TZVPD

Last column: natural (NBO) charge in e.
Geometry (Å):
C: -1.13 -0.40 -1.12  -0.732
C: 0.26 -0.09 -0.98  -0.259
P: 0.58 0.46 1.86  0.210
S: 0.48 1.49 0.04  -0.101
H: -1.02 -1.46 -1.35  0.236
H: -1.66 -0.34 -0.21  0.230
H: -1.78 0.08 -1.96  0.241
H: 1.05 -0.34 -1.70  0.225
H: 1.14 -1.44 0.21  0.004
H: 1.94 0.67 2.45  -0.010
H: 0.13 1.38 2.75  -0.042

Values from the calculation:
energy relative to the best compared isomer or geometry (same formula, charge and spin) = 4.584 eV
Kohn-Sham gap (alpha / beta) = 0.3058 / 0.3058 Eh
total energy = -819.76974 Ha
M = 94.1 g mol⁻¹
E_HOMO (alpha / beta) = -8.7202 / -8.7207 eV
spin multiplicity = 1

---

No. 2
Formula: C10H19N3O7
Source: OMol25
Level of theory: wB97M-V/def2-TZVPD

Last column: natural (NBO) charge in e.
Geometry (Å):
C: 2.09 -0.17 -0.34  -0.158
C: 2.62 -1.56 -0.65  0.796
C: 2.80 0.43 0.88  -0.390
C: 4.25 0.82 0.63  -0.547
C: 4.40 2.00 -0.31  0.792
C: -2.01 -1.13 0.78  -0.166
C: -1.22 -1.58 -0.46  0.779
C: -2.74 0.20 0.57  -0.402
C: -3.89 0.14 -0.43  -0.512
C: -4.73 1.41 -0.37  0.679
H: 0.29 0.69 0.00  0.356
H: 0.19 -0.70 -0.86  0.389
H: 2.33 0.44 -1.23  0.219
H: 2.74 -0.28 1.70  0.222
H: 2.24 1.33 1.17  0.220
H: 4.72 1.10 1.58  0.236
H: 4.81 -0.04 0.25  0.254
H: 6.28 1.73 -0.19  0.483
H: 2.23 -3.08 -1.66  0.498
H: -1.62 -1.30 2.79  0.373
H: -0.65 -0.24 2.03  0.379
H: -2.76 -1.92 0.94  0.222
H: -2.02 0.96 0.25  0.203
H: -3.14 0.54 1.53  0.236
H: -4.56 -0.70 -0.18  0.225
H: -3.52 -0.04 -1.44  0.245
H: -5.31 1.16 -2.35  0.396
H: -6.01 2.52 -1.52  0.404
H: -0.02 -2.21 0.81  0.527
N: 0.66 -0.25 -0.07  -0.851
N: -1.11 -1.14 1.93  -0.844
N: -5.46 1.67 -1.49  -0.823
O: 3.64 -2.05 -0.23  -0.616
O: 3.48 2.63 -0.77  -0.578
O: 5.67 2.33 -0.62  -0.668
O: 1.82 -2.22 -1.51  -0.661
O: -1.58 -1.38 -1.60  -0.600
O: -4.79 2.12 0.62  -0.623
O: -0.10 -2.24 -0.17  -0.693

Values from the calculation:
energy relative to the best compared isomer or geometry (same formula, charge and spin) = 2.058 eV
Kohn-Sham gap = 0.3636 Eh
total energy = -1083.41697 Ha
M = 293.3 g mol⁻¹
E_HOMO = -9.2978 eV
spin multiplicity = 1

---

No. 3
Formula: C17H30F6N4O6PRuS5Sb
Source: OMol25
Level of theory: wB97M-V/def2-TZVPD

Last column: Mulliken spin population.
Geometry (Å):
Ru: -1.78 1.18 -0.31  2.779
S: -2.64 1.49 4.76  0.157
Sb: -3.66 1.93 2.71  0.794
S: -1.77 2.75 1.30  0.351
S: -3.99 0.31 -0.57  -0.054
F: 0.34 0.33 -5.72  0.000
C: 0.37 -0.07 -4.44  0.000
F: -0.58 -1.00 -4.30  0.000
F: 1.54 -0.73 -4.30  0.000
S: 0.31 1.43 -3.28  0.013
O: 0.04 0.92 -1.98  -0.003
O: 1.62 1.96 -3.51  0.003
N: -0.81 2.22 -4.04  -0.001
S: -1.75 3.22 -3.28  0.004
O: -2.78 3.70 -4.15  0.003
O: -2.08 2.98 -1.92  0.001
C: -0.55 4.68 -3.12  0.004
F: -1.12 5.82 -2.68  0.000
F: 0.41 4.36 -2.25  0.000
F: 0.06 5.00 -4.28  0.000
O: 0.55 0.84 0.81  -0.035
P: 1.09 -0.33 1.51  -0.004
N: 1.84 -1.46 0.46  0.001
C: 2.80 -0.91 -0.49  0.001
C: 2.93 -2.00 -1.56  -0.001
C: 1.55 -2.67 -1.58  0.004
C: 0.80 -2.03 -0.40  -0.032
N: 2.27 -0.03 2.69  -0.003
C: 1.72 0.52 3.94  -0.012
C: 2.25 1.95 4.03  -0.002
C: 3.64 1.78 3.43  0.001
C: 3.39 0.82 2.27  -0.001
N: -0.03 -1.23 2.31  -0.008
C: 0.29 -2.42 3.07  0.008
C: -1.06 -2.90 3.61  0.010
C: -2.08 -2.27 2.66  0.038
C: -1.44 -0.91 2.41  0.079
H: 3.74 -0.69 0.01  0.000
H: 2.41 0.01 -0.95  0.001
H: 3.70 -2.72 -1.26  0.000
H: 3.20 -1.57 -2.52  0.000
H: 1.63 -3.75 -1.46  0.000
H: 1.02 -2.47 -2.51  -0.001
H: 0.21 -2.76 0.16  -0.001
H: 0.13 -1.24 -0.77  0.001
H: 2.10 -0.07 4.78  -0.001
H: 0.63 0.50 3.95  0.017
H: 2.25 2.33 5.04  0.000
H: 1.64 2.60 3.40  0.006
H: 4.31 1.32 4.17  0.000
H: 4.09 2.72 3.10  0.000
H: 4.27 0.19 2.07  0.000
H: 3.13 1.37 1.37  -0.001
H: 0.99 -2.19 3.88  -0.001
H: 0.76 -3.17 2.42  0.000
H: -1.22 -2.49 4.61  0.001
H: -1.12 -3.99 3.66  0.000
H: -3.07 -2.18 3.10  -0.013
H: -2.14 -2.84 1.73  0.004
H: -1.63 -0.26 3.27  -0.012
H: -1.80 -0.40 1.49  -0.045
C: -3.66 0.20 -3.69  0.001
O: -2.56 0.38 -2.82  -0.025
C: -2.66 -0.26 -1.56  -0.058
C: -2.56 -1.78 -1.66  0.043
H: -4.60 0.29 -3.12  -0.001
H: -3.62 -0.79 -4.18  0.000
H: -3.61 0.98 -4.45  -0.001
H: -3.45 -2.20 -2.15  0.000
H: -2.50 -2.21 -0.66  -0.014
H: -1.68 -2.05 -2.23  0.000

Values from the calculation:
energy relative to the best compared isomer or geometry (same formula, charge and spin) = 1.455 eV
Kohn-Sham gap (alpha / beta) = 0.1660 / 0.2188 Eh
total charge = -2
total energy = -4602.96641 Ha
M = 914.6 g mol⁻¹
<S²> = 6.0461
E_HOMO (alpha / beta) = -0.1022 / -1.5392 eV
spin multiplicity = 5

---

No. 4
Formula: C6H14N3Pt
Source: OMol25
Level of theory: wB97M-V/def2-TZVPD

Last column: Mulliken spin population.
Geometry (Å):
C: -0.41 0.31 -3.02  0.115
Pt: -1.81 0.30 -0.35  0.681
N: -1.98 1.50 1.26  0.319
H: -2.90 1.03 -1.32  0.081
H: -2.43 0.87 1.93  -0.048
H: -0.39 1.25 -2.47  -0.033
H: -1.13 0.44 -3.82  -0.041
H: -0.87 -0.51 -2.37  -0.006
H: 0.53 0.14 -3.52  -0.005
H: -1.09 1.84 1.63  -0.048
H: -2.58 2.29 1.06  -0.053
N: 1.09 1.55 0.40  -0.004
C: 1.11 0.19 0.61  0.141
C: 2.15 -0.46 1.28  0.099
C: 2.03 -1.82 1.54  0.419
C: 0.87 -2.50 1.14  -0.207
C: -0.14 -1.82 0.49  0.422
N: -0.03 -0.47 0.34  0.146
H: 0.54 1.89 -0.39  -0.004
H: 1.97 2.04 0.55  0.001
H: 3.03 0.11 1.56  -0.010
H: 2.82 -2.39 2.04  0.056
H: 0.72 -3.57 1.30  -0.025
H: -1.09 -2.21 0.14  0.005

Values from the calculation:
energy relative to the best compared isomer or geometry (same formula, charge and spin) = 0.357 eV
Kohn-Sham gap (alpha / beta) = 0.1195 / 0.2300 Eh
total charge = -1
total energy = -520.50403 Ha
M = 323.3 g mol⁻¹
<S²> = 2.0178
E_HOMO (alpha / beta) = -0.1073 / -3.3020 eV
spin multiplicity = 3